Below is an isolated molecule of C3H5NO at a distorted geometry, with properties calculated with wB97M-V/def2-TZVPD.

Computed properties:
E_LUMO (eV): 0.948
E_HOMO (eV): -9.886
Max |F| (eV/A): 1.6
Frontier orbital gap (eV): 10.834
Net charge: 0
SMILES string: O=CN1CC1

Bonds (Å) are listed after each position.
Geometry (Å):
1 O 2.284 -0.558 -0.442  C2 1.210
2 C 1.525 0.275 0.000  O1 1.210, N3 1.351, H6 1.100
3 N 0.266 -0.008 0.399  C2 1.351, C4 1.413, C5 1.401
4 C -0.969 0.636 0.161  N3 1.413, C5 1.624, H7 1.125, H8 1.092
5 C -0.657 -0.935 -0.103  N3 1.401, C4 1.624, H9 1.131, H10 1.090
6 H 1.757 1.333 0.187  C2 1.100
7 H -1.405 1.147 1.064  C4 1.125
8 H -1.240 1.145 -0.766  C4 1.092
9 H -0.365 -1.436 -1.074  C5 1.131
10 H -1.196 -1.599 0.573  C5 1.090

Just the Löwdin charges please, in e? Sure, here they are:
1 O 0.04
2 C -0.33
3 N -0.14
4 C -0.08
5 C -0.06
6 H 0.14
7 H 0.11
8 H 0.09
9 H 0.13
10 H 0.09